<i>
The following is a quantum chemistry calculation of a cluster of 2 separate species, C5H12O2 in total, from the OMol25 dataset.

Results
* HOMO level: -9.1 eV
* HOMO-LUMO gap: 9.89 eV
* SMILES: C=C(O)[C@H](O)CC.[H][H]

```
! wB97M-V def2-TZVPD RIJCOSX def2/J DEFGRID3
* xyz 0 1
C -1.58108 -0.48666 -1.82150
C -1.10022 -0.52858 -0.57945
O -1.86359 -0.71080 0.53674
C 0.37321 -0.45185 -0.24465
O 0.90951 -1.76500 -0.17134
C 0.67523 0.33465 1.03207
C 2.17442 0.41841 1.30699
H -2.64146 -0.58645 -2.03969
H -0.91086 -0.36058 -2.66343
H -2.79024 -0.77616 0.26833
H 0.88628 0.01686 -1.08974
H 0.45042 -2.20555 0.55613
H 0.16765 -0.16075 1.86889
H 0.23991 1.33850 0.95412
H 2.62095 -0.57890 1.31184
H 2.69230 1.00809 0.54321
H 2.37707 0.88549 2.27488
H -1.27892 2.64072 -0.87416
H -1.40058 1.96857 -1.16922
*
```

=====

<ii>
The following is a quantum chemistry calculation of a structure of composition C5H12O2, from the OMol25 dataset.

Results
* HOMO level: -7.7 eV
* HOMO-LUMO gap: 8.46 eV

```
! wB97M-V def2-TZVPD RIJCOSX def2/J DEFGRID3
* xyz 0 1
C 1.45481 -0.19768 -1.55550
O 0.60474 -0.54769 -0.46415
C -1.04277 0.27546 -0.68887
C 0.24223 -1.93599 -0.48387
C -1.43188 0.52984 0.74785
C -0.62283 1.50752 1.60150
O 0.61417 0.97322 2.03349
H 0.97633 -0.46880 -2.50228
H 2.41618 -0.70930 -1.44124
H 1.60177 0.88277 -1.51045
H -0.58509 1.22008 -1.05194
H -0.26049 -2.14130 0.46152
H 1.14694 -2.54409 -0.57275
H -0.45418 -2.10227 -1.31050
H -1.56447 -0.40910 1.30665
H -2.45170 0.93084 0.62011
H -0.47487 2.43941 1.02653
H -1.17164 1.77149 2.51340
H 1.00274 0.52561 1.27050
*
```

=====

<iii>
The following is a quantum chemistry calculation of an isolated molecule of C5H12O2, from the OMol25 dataset.

Results
* HOMO level: -10.0 eV
* HOMO-LUMO gap: 10.80 eV
* SMILES: CC[C@@H](O)[C@@H](C)O

```
! wB97M-V def2-TZVPD RIJCOSX def2/J DEFGRID3
* xyz 0 1
C 0.68448 -0.77633 2.23257
C 0.15925 0.48041 1.53825
C -0.63578 0.16859 0.26468
O -1.56762 1.18617 -0.04230
C 0.28662 -0.04144 -0.94563
C -0.45479 -0.62314 -2.14016
O 0.79287 1.26177 -1.23894
H -0.14477 -1.38681 2.60994
H 1.27229 -1.41135 1.55951
H 1.32726 -0.53116 3.08359
H -0.50357 1.02868 2.21743
H 0.98423 1.15632 1.27750
H -1.22493 -0.74456 0.41947
H -1.04201 1.88878 -0.45430
H 1.11842 -0.70352 -0.65806
H -1.32749 -0.00214 -2.36223
H 0.18619 -0.66483 -3.03042
H -0.79602 -1.64310 -1.92972
H 1.20758 1.23996 -2.10749
*
```

=====

The structure with the greatest stability is <iii>.

=====

<i>
The following is a quantum chemistry calculation of an isolated molecule of C5H12O2, from the OMol25 dataset.

Results
* HOMO level: -10.2 eV
* HOMO-LUMO gap: 10.95 eV
* SMILES: OCCCCCO

```
! wB97M-V def2-TZVPD RIJCOSX def2/J DEFGRID3
* xyz 0 1
O -0.29101 2.82596 -0.88494
C -0.00137 2.48395 0.48462
C 0.45850 1.04228 0.67691
C -0.58781 0.06632 0.09807
C -0.13792 -1.42357 0.46251
C -0.23108 -2.50963 -0.57318
O 0.83593 -2.50434 -1.49864
H 0.63190 2.72982 -1.16879
H 0.76415 3.19736 0.86234
H -0.96711 2.57676 1.01644
H 0.47893 0.89149 1.77885
H 1.44015 0.94690 0.21495
H -0.61132 0.20167 -0.97696
H -1.57073 0.27983 0.47641
H 0.90113 -1.31336 0.77710
H -0.60322 -1.87880 1.35806
H -1.23375 -2.42710 -1.03079
H -0.22812 -3.51609 -0.11660
H 0.95278 -1.66943 -1.95636
*
```

=====

<ii>
The following is a quantum chemistry calculation of an isolated molecule of C5H12O2, from the OMol25 dataset.

Results
* HOMO level: -10.1 eV
* HOMO-LUMO gap: 10.98 eV
* SMILES: CC[C@@H](O)[C@@H](C)O

```
! wB97M-V def2-TZVPD RIJCOSX def2/J DEFGRID3
* xyz 0 1
C -2.17744 1.52148 0.13985
C -1.39979 0.20787 0.26469
C 0.01501 0.21312 -0.31597
O 0.72880 1.38877 0.06931
C 0.82124 -1.05582 0.12147
C 1.91218 -1.50853 -0.86244
O 1.39700 -0.76263 1.38357
H -1.75454 2.32363 0.75599
H -2.20671 1.88722 -0.89205
H -3.21053 1.37504 0.47384
H -1.33201 -0.07415 1.32474
H -1.95615 -0.59458 -0.23487
H -0.02345 0.27258 -1.40853
H 0.42747 1.63177 0.95619
H 0.15008 -1.90901 0.30580
H 2.31597 -0.67214 -1.44226
H 2.72715 -1.94953 -0.27886
H 1.57222 -2.27638 -1.56689
H 1.99352 -0.01873 1.20642
*
```

=====

<iii>
The following is a quantum chemistry calculation of a cluster of 3 separate species, C5H12O2 in total, from the OMol25 dataset.

Results
* HOMO level: -8.4 eV
* HOMO-LUMO gap: 8.95 eV
* SMILES: C=CCC=C.O.O

```
! wB97M-V def2-TZVPD RIJCOSX def2/J DEFGRID3
* xyz 0 1
C 1.84796 1.30718 2.90194
C 0.92764 1.45363 1.95956
C -0.57168 1.68529 2.14724
C -1.10380 2.62636 1.11573
C -2.35588 2.47925 0.60762
H 2.88253 1.20788 2.60841
H 1.49601 1.26402 3.91768
H 1.16592 1.50313 0.89698
H -0.73013 2.12653 3.13138
H -1.20245 0.78782 2.17705
H -0.56675 3.54177 0.87738
H -3.08856 3.27620 0.67289
H -2.64319 1.55252 0.11765
O 3.94309 -2.96199 -4.38138
H 4.31175 -3.34467 -3.58150
H 2.98688 -2.94714 -4.28083
O -2.97631 -4.16859 -2.27194
H -3.17148 -4.52932 -3.14252
H -2.01464 -4.12154 -2.28213
*
```

=====

<iv>
The following is a quantum chemistry calculation of a cluster of 3 separate species, C5H12O2 in total, from the OMol25 dataset.

Results
* HOMO level: -9.8 eV
* HOMO-LUMO gap: 10.37 eV
* SMILES: C=CCC.C=O.O

```
! wB97M-V def2-TZVPD RIJCOSX def2/J DEFGRID3
* xyz 0 1
C -0.68240 0.53511 -1.54984
C -0.73794 0.86344 -0.26113
C -1.63729 0.21715 0.76079
C -1.08137 0.24143 2.18585
H -0.07448 1.09563 -2.25720
H -1.26107 -0.29089 -1.95959
H -0.13337 1.69770 0.10113
H -2.59519 0.75587 0.74643
H -1.86912 -0.81094 0.44971
H -1.82610 -0.12982 2.89778
H -0.17313 -0.36133 2.27455
H -0.82732 1.26685 2.47987
C 2.30358 -0.06429 -1.84091
O 2.38551 -1.26949 -1.78583
H 2.19722 0.55676 -0.93555
H 2.33218 0.46827 -2.81011
O 1.34955 -1.45323 0.85760
H 0.46193 -1.72836 0.59886
H 1.86881 -1.58986 0.04757
*
```

=====

The structure with the greatest stability is <ii>.

=====

<i>
The following is a quantum chemistry calculation of a structure of composition C5H12O2, from the OMol25 dataset.

Results
* HOMO level: -8.2 eV
* HOMO-LUMO gap: 9.02 eV

```
! wB97M-V def2-TZVPD RIJCOSX def2/J DEFGRID3
* xyz 0 1
C -1.44739 0.08573 1.07903
C -0.11736 -0.18284 -0.33618
C 0.43168 1.11461 -0.13183
C 0.70073 -1.40920 -0.05022
C 1.58017 1.12332 -1.64574
O -0.91406 -0.55785 2.20212
O -2.65348 -0.49606 0.66895
H -1.58041 -0.59384 2.90491
H -2.47272 -1.40929 0.41366
H -1.71535 1.12074 1.32865
H -0.74593 -0.27432 -1.22140
H 1.09265 1.21594 0.72234
H -0.23806 1.94667 -0.32109
H 1.39999 -1.23552 0.76584
H 0.04217 -2.22105 0.26416
H 1.11044 0.73619 -2.54659
H 2.47695 0.56596 -1.39275
H 1.78585 2.18292 -1.77255
H 1.26412 -1.71213 -0.93131
*
```

=====

<ii>
The following is a quantum chemistry calculation of a cluster of 3 separate species, C5H12O2 in total, from the OMol25 dataset.

Results
* HOMO level: -9.4 eV
* HOMO-LUMO gap: 10.20 eV

```
! wB97M-V def2-TZVPD RIJCOSX def2/J DEFGRID3
* xyz 0 1
C -1.34527 -1.19086 -2.20269
O -0.79118 -1.13149 -0.96443
C 0.00273 -0.05790 -0.77997
C 0.76448 -0.13216 0.54882
C 1.86370 0.92297 0.52621
C -0.09459 0.03548 1.83050
O -1.02575 -1.00000 2.04053
H -1.97968 -0.33249 -2.45684
H -0.09308 -0.77215 -2.90514
H -1.87609 -2.15799 -2.27889
H 0.64575 -0.18191 -2.25141
H -0.48180 0.90399 -0.99721
H 1.19965 -1.13742 0.61315
H 2.50140 0.85457 1.41285
H 1.43248 1.93216 0.49867
H 2.48441 0.79583 -0.36447
H 0.56775 0.01308 2.70960
H -0.58307 1.02595 1.83216
H -1.55061 -1.08652 1.23507
*
```

=====

The structure with the greatest stability is <i>.

=====

<i>
The following is a quantum chemistry calculation of an isolated molecule of C5H12O2, from the OMol25 dataset.

Results
* HOMO level: -10.0 eV
* HOMO-LUMO gap: 10.84 eV
* SMILES: CC[C@@H](O)[C@@H](C)O

```
! wB97M-V def2-TZVPD RIJCOSX def2/J DEFGRID3
* xyz 0 1
C -1.63023 0.16221 2.17234
C -0.81760 -0.59490 1.12646
C -0.18965 0.30374 0.06359
O 0.59418 1.33930 0.61364
C 0.68353 -0.49545 -0.93473
C 0.74744 0.21653 -2.26977
O 2.00402 -0.58223 -0.39040
H -1.00945 0.90973 2.67564
H -2.48241 0.68408 1.71851
H -2.02470 -0.52845 2.92659
H -0.02082 -1.17105 1.61545
H -1.46105 -1.31935 0.60676
H -0.99752 0.80138 -0.49562
H 1.48613 0.95435 0.66639
H 0.29052 -1.51690 -1.03905
H 0.78920 1.29415 -2.09561
H 1.65877 -0.07843 -2.81047
H -0.13885 0.00233 -2.87141
H 2.61726 -0.41759 -1.11945
*
```

=====

<ii>
The following is a quantum chemistry calculation of a cluster of 2 separate species, C5H12O2 in total, from the OMol25 dataset.

Results
* HOMO level (spin up / spin down): -8.8 / -8.8 eV
* HOMO-LUMO gap (spin up / spin down): 8.49 / 8.49 eV

```
! wB97M-V def2-TZVPD RIJCOSX def2/J DEFGRID3
* xyz 0 1
C 2.10084 0.93937 0.91336
C 1.04332 -0.08323 1.32139
C 0.36604 -0.75014 0.12636
O -0.61774 -1.66354 0.43330
C -0.52968 0.13719 -0.65278
C -0.98414 -0.28004 -2.00006
O -2.31450 0.08044 0.62524
H 2.89264 0.47337 0.31444
H 1.66802 1.75256 0.31559
H 2.57220 1.39669 1.78885
H 1.48826 -0.88080 1.92642
H 0.26688 0.38491 1.94054
H 1.14587 -1.17057 -0.54396
H -1.77396 -0.77826 0.81258
H -0.69773 1.17211 -0.36830
H -0.89754 -1.36110 -2.11603
H -2.00503 0.04508 -2.21698
H -0.32722 0.22164 -2.72722
H -3.05419 -0.22342 0.08043
*
```

=====

<iii>
The following is a quantum chemistry calculation of an isolated molecule of C5H12O2, from the OMol25 dataset.

Results
* HOMO level: -9.8 eV
* HOMO-LUMO gap: 10.83 eV
* SMILES: CO[C@@H](C)CCO

```
! wB97M-V def2-TZVPD RIJCOSX def2/J DEFGRID3
* xyz 0 1
C -1.55108 -0.44580 1.59781
O -0.25540 -0.24198 1.08021
C -0.21734 0.39607 -0.20156
C -0.64323 1.85604 -0.10416
C 1.22321 0.24284 -0.68206
C 1.59124 -1.19452 -1.10854
O 0.77474 -2.19699 -0.53682
H -2.00114 0.48889 1.95901
H -1.45427 -1.13394 2.44159
H -2.21677 -0.89428 0.84553
H -0.89843 -0.14974 -0.87424
H 0.00238 2.38880 0.60326
H -1.68122 1.95516 0.23152
H -0.56440 2.34196 -1.08247
H 1.86587 0.57795 0.14153
H 1.40825 0.92457 -1.52103
H 1.48189 -1.29694 -2.19565
H 2.65481 -1.36876 -0.87277
H 0.52211 -1.87812 0.34588
*
```

=====

<iv>
The following is a quantum chemistry calculation of a cluster of 2 separate species, C5H12O2 in total, from the OMol25 dataset.

Results
* HOMO level: -8.8 eV
* HOMO-LUMO gap: 9.54 eV
* SMILES: CC/C=C(\C)O.O

```
! wB97M-V def2-TZVPD RIJCOSX def2/J DEFGRID3
* xyz 0 1
C 2.16469 0.37939 1.05841
C 1.21114 0.75218 -0.07201
C 0.38916 -0.42667 -0.50800
C -0.84971 -0.41853 -1.00917
C -1.67265 0.79387 -1.29854
O -1.39137 -1.60907 -1.41986
H 1.61153 -0.00316 1.92137
H 2.86292 -0.39802 0.73516
H 2.75646 1.23693 1.38920
H 0.56227 1.56383 0.26586
H 1.78021 1.15490 -0.91864
H 0.86255 -1.40032 -0.42973
H -1.69236 1.01143 -2.36958
H -2.70663 0.66025 -0.97563
H -1.30438 1.67781 -0.78672
H -2.34165 -1.49027 -1.53183
O -0.88918 -0.98235 2.29949
H -0.60067 -1.89759 2.23339
H -0.75231 -0.60461 1.41682
*
```

=====

The structure with the greatest stability is <i>.